1.
The following is a DFT calculation (ωB97M-V with the def2-TZVPD basis set) of the ion C5H11NOS with charge -2.

Calculated values
HOMO, hartree: -0.0074
SMILES string: [O-]CCNCCC[S-]
DFT total energy, Ha: -725.21015
Largest force on an atom, eV/A: 1.2
Lowest unoccupied orbital energy, eV: 5.78
Gap between HOMO and LUMO, Ha: 0.2199
Molar mass, g mol⁻¹: 133.2
Total charge: -2

XYZ file:
```
19
Properties=species:S:1:pos:R:3:forces:R:3:lowdin_charge:R:1
C 0.3602 1.7340 0.4393 -0.949 -0.467 0.033 -0.331
C 1.2555 2.1101 1.6176 0.598 0.848 -0.641 -0.806
S 0.7925 3.7325 2.3644 0.085 -0.256 0.076 -0.027
C 0.7783 0.4888 -0.3591 -0.268 -0.346 -0.108 -0.271
N -0.3328 -0.2394 -1.0177 -0.235 -0.108 0.819 -0.101
C -0.2658 -1.7164 -0.8824 -0.762 0.121 -0.502 -0.240
C -1.7036 -2.4323 -0.8430 0.767 0.308 0.089 -0.564
O -1.9132 -3.3391 -1.7947 -0.119 -0.139 -0.324 -0.395
H 0.1993 2.5962 -0.2091 0.305 0.117 -0.015 0.076
H -0.6479 1.5404 0.8405 0.124 -0.050 0.047 0.089
H 1.3153 1.3332 2.3786 -0.333 -0.217 -0.008 0.027
H 2.2801 2.1982 1.2201 -0.055 0.007 0.112 0.027
H 1.4849 0.7302 -1.1595 0.318 0.169 0.237 0.093
H 1.2785 -0.1873 0.3481 0.149 -0.044 -0.051 0.087
H -1.1986 0.0270 -0.5516 0.145 0.073 -0.062 0.060
H 0.2741 -1.9964 0.0294 0.293 -0.012 0.028 0.073
H 0.2068 -2.1386 -1.7698 0.248 -0.121 0.095 0.080
H -2.4146 -1.5535 -0.8388 -0.135 -0.154 0.070 0.064
H -1.7491 -2.8877 0.1880 -0.178 0.271 0.105 0.059
```
Positions in Å, forces in eV/Å.

2.
The following is a DFT calculation (ωB97M-V with the def2-TZVPD basis set) of an isolated molecule of C5H11NOS.

Calculated values
HOMO, hartree: -0.3225
SMILES string: COCS[C@@H]1C[C@@H]1N
DFT total energy, Ha: -725.23796
Largest force on an atom, eV/A: 1.1
Lowest unoccupied orbital energy, eV: 0.85
Gap between HOMO and LUMO, Ha: 0.3539
Molar mass, g mol⁻¹: 133.2
Total charge: 0

XYZ file:
```
19
Properties=species:S:1:pos:R:3:forces:R:3:lowdin_charge:R:1
C -0.6914 -0.7096 2.9412 0.341 -0.636 0.721 -0.119
C 0.8941 0.0206 1.4029 0.047 0.404 -0.299 -0.533
C 0.6482 -0.4078 -1.2983 -0.078 0.129 0.220 -0.550
C 0.0688 0.0138 -2.6212 -0.182 0.772 -0.304 -0.128
C -0.8224 -0.6083 -1.6007 -0.364 -0.241 -0.210 -0.387
H -0.2040 -0.2072 3.7962 -0.029 0.029 -0.299 0.091
H -0.2981 -1.7540 2.9208 -0.302 0.514 -0.083 0.099
H -1.7611 -0.7229 3.1429 0.018 -0.053 -0.174 0.090
H 1.3275 -0.9742 1.3522 0.107 -0.299 0.051 0.088
H 1.4263 0.6125 2.1481 0.164 0.021 0.149 0.082
H 1.2569 -1.2902 -1.3021 0.311 -0.290 0.016 0.092
H -0.0543 1.0967 -2.7840 0.085 -0.570 0.107 0.108
H 0.3264 -0.5383 -3.5208 0.030 0.064 0.225 0.101
H -1.1163 -1.6301 -1.8243 0.177 -0.019 0.158 0.132
H -1.7189 1.1182 -1.1780 -0.128 0.421 0.113 0.062
H -1.8391 0.0203 -0.0019 0.014 -0.016 0.959 0.037
N -1.8791 0.1456 -0.9865 0.209 -0.117 -1.119 0.056
O -0.4702 -0.0457 1.7270 -0.239 0.091 -0.181 -0.262
S 1.1867 0.8602 -0.1627 -0.182 -0.201 -0.049 0.941
```
Positions in Å, forces in eV/Å.

3.
The following is a DFT calculation (ωB97M-V with the def2-TZVPD basis set) of an isolated molecule of C5H11NOS.

Calculated values
HOMO, hartree: -0.3013
SMILES string: CON(C=S)C(C)C
DFT total energy, Ha: -725.11331
Largest force on an atom, eV/A: 3.8
Lowest unoccupied orbital energy, eV: 0.40
Gap between HOMO and LUMO, Ha: 0.3159
Molar mass, g mol⁻¹: 133.2
Total charge: 0

XYZ file:
```
19
Properties=species:S:1:pos:R:3:forces:R:3:lowdin_charge:R:1
C -0.4787 -1.4032 2.3137 1.360 0.974 -1.579 -0.035
C 1.8848 0.1906 0.4100 0.938 0.278 0.976 -0.583
C -0.4618 0.0875 -0.6590 -0.056 -1.197 -2.711 -0.348
C 0.0638 -0.2268 -2.2430 -0.630 -1.623 2.545 -0.038
C -0.9451 1.5875 -0.5701 -2.352 0.753 0.698 -0.095
H -1.0993 -0.8358 3.0923 0.553 -2.000 -0.944 0.132
H 0.5039 -1.7394 2.6162 -0.023 -0.348 1.182 0.062
H -0.8066 -2.2356 1.6216 -0.806 1.046 1.003 0.097
H 2.5074 0.0244 -0.5758 -1.598 0.638 1.845 0.105
H -1.2974 -0.7115 -0.4365 1.475 1.947 -0.370 0.156
H 0.4560 0.7053 -2.5614 0.325 0.643 -0.832 0.026
H 0.8604 -1.0351 -2.2930 -0.860 1.043 0.372 0.078
H -0.7783 -0.6244 -2.8646 0.587 0.802 0.592 0.072
H -0.9772 1.9845 0.6295 0.278 -1.098 -3.650 0.135
H -2.1228 1.5165 -0.9297 3.009 0.587 0.866 0.111
H -0.3831 2.3547 -1.3172 -1.180 -1.965 2.044 0.103
N 0.5668 -0.2058 0.3427 0.446 -0.895 0.941 -0.203
O -0.1401 -0.2009 1.5602 -0.267 1.685 -0.175 -0.285
S 2.6473 0.7675 1.8642 -1.198 -1.268 -2.805 0.508
```
Positions in Å, forces in eV/Å.

4.
The following is a DFT calculation (ωB97M-V with the def2-TZVPD basis set) of an isolated molecule of C5H11NOS.

Calculated values
HOMO, hartree: -0.3224
SMILES string: C[C@]1(N)[C@@H](O)C[C@@H]1S
DFT total energy, Ha: -725.23406
Largest force on an atom, eV/A: 3.5
Lowest unoccupied orbital energy, eV: 0.79
Gap between HOMO and LUMO, Ha: 0.3513
Molar mass, g mol⁻¹: 133.2
Total charge: 0

XYZ file:
```
19
Properties=species:S:1:pos:R:3:forces:R:3:lowdin_charge:R:1
C -1.2148 -1.3633 -0.2132 1.496 -1.819 -0.813 -0.034
C -0.0720 -0.4730 0.1662 1.490 0.231 -1.676 -0.563
C 0.9129 0.1130 -0.9829 0.600 -0.403 1.113 -0.604
C 0.6687 1.5134 -0.3335 1.356 -0.631 1.747 -0.139
C -0.4471 0.9563 0.4554 -1.879 -0.350 2.913 -0.392
H -1.9324 -0.8354 -0.8144 -0.440 0.133 -0.028 0.069
H -0.8755 -2.2891 -0.8384 -0.517 1.496 1.259 0.121
H -1.5719 -1.6524 0.7641 -0.940 -0.463 0.002 0.086
H 1.6482 -0.6892 1.3994 -0.840 -0.417 -0.494 0.109
H 0.5682 -2.0046 1.3285 0.468 0.637 0.172 0.100
H 1.9366 -0.3939 -0.9425 -1.151 1.057 0.107 0.112
H -0.5814 0.9592 -2.5025 0.248 -0.288 -0.317 -0.107
H 0.2957 2.3562 -0.8570 0.811 0.902 -1.065 0.098
H 1.4220 1.6996 0.4650 -0.056 0.585 -0.980 0.136
H -1.4530 1.1080 0.1261 -0.533 0.619 -0.742 0.139
H 0.1050 0.5894 2.3090 -1.840 1.573 -1.094 0.115
N 0.6643 -0.9839 1.2879 0.662 -1.309 0.610 0.063
O -0.5401 1.2736 1.8621 1.933 -1.474 0.186 -0.070
S 0.4667 0.1161 -2.6793 -0.867 -0.079 -0.900 0.762
```
Positions in Å, forces in eV/Å.

5.
The following is a DFT calculation (ωB97M-V with the def2-TZVPD basis set) of a structure of composition C5H11NOS.

Calculated values
HOMO (alpha / beta), hartree: -0.3041 / -0.3041
DFT total energy, Ha: -725.16812
Largest force on an atom, eV/A: 4.6
Lowest unoccupied orbital energy (alpha / beta), eV: -0.79 / -0.79
Gap between HOMO and LUMO (alpha / beta), Ha: 0.2749 / 0.2749
Molar mass, g mol⁻¹: 133.2
Total charge: 0

XYZ file:
```
19
Properties=species:S:1:pos:R:3:forces:R:3:lowdin_charge:R:1
C 1.6175 0.8417 0.4729 -1.586 2.625 -0.347 -0.264
C 2.2606 -0.9783 -0.9519 1.212 2.040 -1.424 -0.105
C -3.3307 0.1565 -0.0419 0.603 -2.035 -1.445 -0.162
C 2.5982 -0.2597 0.3447 1.229 1.488 -3.452 -0.222
C -1.8850 0.2323 -0.5461 -0.153 4.420 -1.409 -0.462
N -0.8848 -0.5961 -0.0646 0.490 0.219 -0.348 -0.533
O 1.0713 1.5307 -0.4219 2.042 -2.170 2.581 -0.009
S -1.3964 -1.6385 0.9122 0.223 -2.387 2.039 0.768
H 1.3434 0.9747 1.5630 -0.212 0.460 -0.787 0.125
H 1.2080 -0.9404 -1.1541 -0.549 -1.025 0.342 0.034
H 2.8112 -1.8924 -0.9863 -0.220 -0.873 -0.411 0.065
H 2.6059 -0.2951 -1.7876 0.091 -0.913 0.757 0.098
H -3.6824 -0.8899 -0.2591 -0.252 1.137 0.306 0.063
H -3.4828 0.3762 0.9952 0.399 -0.124 0.692 0.054
H -3.8855 0.8924 -0.5696 -0.656 0.463 -0.770 0.057
H 3.6901 0.0433 0.2901 -1.232 0.342 0.056 0.145
H 2.5843 -0.8631 1.1598 -0.556 -1.818 2.585 0.064
H -1.6465 0.3449 -1.6506 -1.081 -0.706 0.684 0.147
H -1.5746 1.3199 -0.3696 0.208 -1.143 0.351 0.137
```
Positions in Å, forces in eV/Å.

6.
The following is a DFT calculation (ωB97M-V with the def2-TZVPD basis set) of a cluster of 2 separate species, C5H11NOS in total.

Calculated values
HOMO, hartree: -0.3163
DFT total energy, Ha: -725.08038
Largest force on an atom, eV/A: 3.3
Lowest unoccupied orbital energy, eV: -2.62
Gap between HOMO and LUMO, Ha: 0.2200
Molar mass, g mol⁻¹: 133.2
Total charge: 0

XYZ file:
```
19
Properties=species:S:1:pos:R:3:forces:R:3:lowdin_charge:R:1
C 0.4873 1.3604 -1.4951 0.580 0.385 -0.046 -0.258
C 1.7184 0.5291 -1.2820 0.627 -0.701 -1.270 -0.687
S 2.2998 0.7696 0.3570 -1.298 -0.566 0.960 0.658
C -0.3801 0.8504 -0.3762 -2.592 1.562 -1.429 -0.394
N -1.2624 -0.0550 -0.8076 1.359 -1.063 0.425 0.076
C -1.8134 -0.9364 0.1644 -0.925 -0.947 -0.504 -0.184
C -0.7198 -1.8926 0.7395 0.442 1.225 0.344 -0.237
O -0.8279 -2.4658 1.7820 -0.273 -0.254 -0.407 0.063
H 0.6668 2.4142 -1.4327 0.388 0.688 0.413 0.100
H 0.0786 1.2225 -2.4798 -0.609 -0.503 -0.262 0.111
H 2.5524 0.6192 -1.9636 0.123 0.389 -0.445 0.065
H 1.3825 -0.5133 -1.4279 0.146 0.004 0.144 0.073
H 0.5078 -0.2174 3.5953 -0.094 0.223 -0.247 0.041
H 0.3625 0.2982 3.0682 0.091 -0.203 0.253 0.014
H -0.7736 1.6195 0.3117 0.173 -0.295 0.489 0.159
H 0.3379 0.3153 0.3975 2.062 0.113 1.099 0.035
H -2.3430 -0.5398 1.0262 0.074 0.503 0.304 0.125
H -2.5307 -1.5614 -0.3835 0.005 -0.106 0.305 0.121
H 0.2571 -1.8166 0.2066 -0.277 -0.454 -0.126 0.118
```
Positions in Å, forces in eV/Å.